Record 1
This record from OMol25 describes a single C6H10 molecule at a distorted geometry. The level of theory is ωB97M-V/def2-TZVPD.

```
! wB97M-V def2-TZVPD RIJCOSX def2/J DEFGRID3
* xyz 0 1
C -1.321 -1.875 0.014
C -1.787 -0.427 0.243
C -0.720 0.501 0.617
C 0.207 1.240 0.858
C 1.564 1.672 0.462
C 1.713 0.668 -0.773
H -0.655 -1.963 -0.852
H -0.790 -2.265 0.887
H -2.192 -2.514 -0.170
H -2.271 -0.060 -0.672
H -2.539 -0.402 1.035
H 2.269 1.542 1.298
H 1.574 2.749 0.232
H 0.852 0.920 -1.394
H 2.550 0.523 -1.471
H 1.544 -0.307 -0.310
*
```

The energy relative to the best compared isomer or geometry (same formula, charge and spin) comes out at 2.2132 eV. The calculation puts the HOMO-LUMO gap at 10.26 eV. Its structure (SMILES) is CCC#CCC.

=====

Record 2
This record from OMol25 describes a single C6H10 molecule at a distorted geometry. The level of theory is ωB97M-V/def2-TZVPD.

```
! wB97M-V def2-TZVPD RIJCOSX def2/J DEFGRID3
* xyz 0 1
C -1.211 -1.248 0.285
C -0.825 -0.226 -0.746
C -0.172 1.388 -0.421
C 0.670 1.161 0.859
C 1.459 0.022 0.157
C 0.541 0.186 -1.058
H -2.297 -1.375 0.343
H -0.851 -0.992 1.286
H -0.767 -2.209 -0.004
H -1.451 -0.226 -1.646
H -1.318 1.163 -0.406
H 1.312 2.018 1.110
H 0.096 0.906 1.756
H 1.438 -0.970 0.628
H 2.500 0.278 -0.053
H 0.875 0.124 -2.090
*
```

The energy relative to the best compared isomer or geometry (same formula, charge and spin) comes out at 3.7725 eV. The calculation puts the HOMO-LUMO gap at 8.98 eV. Its structure (SMILES) is C[C@H]1[C@H]2CC[C@@H]12.

=====

Record 3
This record from OMol25 describes a single C6H10 molecule. The level of theory is ωB97M-V/def2-TZVPD.

```
! wB97M-V def2-TZVPD RIJCOSX def2/J DEFGRID3
* xyz 0 1
C 1.354 1.162 -1.553
C 0.084 0.511 -1.006
C 0.405 -0.586 0.010
C -0.831 -1.223 0.669
C -1.409 -0.414 1.752
C -1.817 0.194 2.709
H 1.867 1.737 -0.773
H 1.140 1.843 -2.384
H 2.057 0.403 -1.918
H -0.564 1.272 -0.550
H -0.491 0.073 -1.834
H 0.969 -1.379 -0.499
H 1.062 -0.188 0.794
H -1.587 -1.441 -0.099
H -0.548 -2.188 1.115
H -2.159 0.713 3.577
*
```

The energy relative to the best compared isomer or geometry (same formula, charge and spin) comes out at 1.4541 eV. The calculation puts the HOMO-LUMO gap at 11.05 eV. Its structure (SMILES) is C#CCCCC.

=====

Record 4
This record from OMol25 describes a single C6H10 molecule. The level of theory is ωB97M-V/def2-TZVPD.

```
! wB97M-V def2-TZVPD RIJCOSX def2/J DEFGRID3
* xyz 0 1
C 0.736 0.432 -1.473
C 0.824 -0.712 -0.501
C 0.899 -0.350 0.976
C -0.496 0.211 1.367
C -1.333 0.348 0.068
C -0.512 -0.286 -1.047
H 0.910 1.439 -1.093
H 1.090 0.264 -2.487
H 1.286 -1.635 -0.841
H 1.143 -1.235 1.573
H 1.690 0.387 1.165
H -0.411 1.164 1.898
H -0.990 -0.485 2.054
H -1.558 1.397 -0.160
H -2.297 -0.163 0.167
H -1.025 -0.894 -1.788
*
```

The energy relative to the best compared isomer or geometry (same formula, charge and spin) comes out at 0.4707 eV. The calculation puts the HOMO-LUMO gap at 11.09 eV. Its structure (SMILES) is C1C[C@@H]2C[C@@H]2C1.

=====

Record 5
This record from OMol25 describes a single C6H10 molecule. The level of theory is ωB97M-V/def2-TZVPD.

```
! wB97M-V def2-TZVPD RIJCOSX def2/J DEFGRID3
* xyz 0 1
C 1.041 1.040 -1.484
C 1.133 -0.477 -1.425
C 0.186 -1.247 -0.562
C -0.666 -0.887 0.429
C -0.900 0.470 0.847
C -1.469 0.581 2.218
H 0.043 1.354 -1.799
H 1.778 1.418 -2.202
H 1.219 1.492 -0.507
H 2.142 -0.783 -1.100
H 1.030 -0.900 -2.435
H 0.256 -2.323 -0.736
H -1.132 -1.746 0.933
H -2.195 1.399 2.304
H -1.866 -0.322 2.716
H -0.600 0.932 2.802
*
```

The energy relative to the best compared isomer or geometry (same formula, charge and spin) comes out at 3.6459 eV. The calculation puts the HOMO-LUMO gap at 7.48 eV.

=====

Record 6
This record from OMol25 describes a 2-piece molecular cluster, C6H10 overall. The level of theory is ωB97M-V/def2-TZVPD.

```
! wB97M-V def2-TZVPD RIJCOSX def2/J DEFGRID3
* xyz 0 1
C 2.254 0.525 -0.025
C 1.519 -0.785 -0.319
C 0.100 -0.741 0.066
C -0.983 -1.074 0.582
C -2.301 -0.829 0.837
C -1.437 1.153 -0.530
H 1.777 1.352 -0.559
H 2.228 0.754 1.046
H 3.301 0.458 -0.338
H 1.595 -1.018 -1.389
H 2.003 -1.614 0.216
H -2.612 -0.440 1.803
H -3.074 -1.315 0.247
H -1.632 0.279 -1.114
H -1.589 2.119 -1.021
H -1.149 1.176 0.499
*
```

The energy relative to the best compared isomer or geometry (same formula, charge and spin) comes out at 5.3225 eV. The calculation puts the HOMO-LUMO gap (spin up / spin down) at 8.38 / 8.38 eV.

=====

Record 7
This record from OMol25 describes a single C6H10 molecule at a distorted geometry. The level of theory is ωB97M-V/def2-TZVPD.

```
! wB97M-V def2-TZVPD RIJCOSX def2/J DEFGRID3
* xyz 0 1
C 1.549 -0.325 0.746
C 0.518 -0.859 -0.230
C -0.907 -0.489 -0.010
C -1.403 0.518 0.817
C -0.456 0.887 -1.474
C 0.492 -0.143 -1.540
H 1.411 -0.765 1.742
H 1.489 0.767 0.836
H 2.556 -0.567 0.387
H 0.616 -1.941 -0.359
H -1.652 -1.088 -0.532
H -2.456 0.762 0.767
H -0.771 1.046 1.518
H -0.310 1.834 -0.974
H -1.061 1.165 -2.332
H 0.357 -0.818 -2.376
*
```

The energy relative to the best compared isomer or geometry (same formula, charge and spin) comes out at 4.2499 eV. The calculation puts the HOMO-LUMO gap (spin up / spin down) at 7.75 / 7.75 eV. Its structure (SMILES) is C=CC(C)C=C.